Below is the molecule C21H30N6O2, with properties calculated with ωB97M-V with the def2-TZVPD basis set.

Output
Energy relative to the best compared isomer or geometry (same formula, charge and spin) = 0.000 eV
Orbital gap = 8.63 eV
E_LUMO = 0.644 eV
E_tot = -35302.092 eV
Charge = 0
HOMO = -7.99 eV

Each line ends with the Mulliken charge.
Positions of all 59 atoms, in Å:
C -6.0983 -0.9442 1.7822  -1.5390
C -4.8598 -0.5597 0.9817  0.1626
C -5.2315 0.1040 -0.3428  -0.8681
C -4.0294 0.3828 -1.2457  -0.5260
C -3.0569 1.4020 -0.6573  -0.0198
C -1.9657 1.7839 -1.6601  -0.7285
N -0.9564 2.6126 -1.0559  -0.1046
C 0.2975 2.2103 -0.7974  0.3368
N 0.7284 1.0638 -1.3237  -0.1702
C 2.0123 0.7958 -1.0991  0.3292
N 2.8298 1.5418 -0.3531  -0.2212
C 2.2682 2.6199 0.1818  0.6098
N 1.0286 3.0263 -0.0341  -0.6920
O 2.9767 3.3828 0.9991  -0.4403
C 4.2227 2.8643 1.4307  -0.5771
H 4.8516 2.6004 0.5779  0.2875
H 4.0593 1.9829 2.0564  0.1597
H 4.6855 3.6571 2.0145  0.2779
N 2.5302 -0.2986 -1.7114  0.0703
C 1.6451 -1.3648 -2.0993  -1.2806
H 0.6619 -0.9350 -2.2865  0.2137
H 2.0270 -1.8333 -3.0117  0.5437
C 1.5852 -2.4089 -0.9584  0.0835
C 1.0993 -1.6850 0.2686  0.4922
C -0.2413 -1.5291 0.4873  -0.8794
C -0.6838 -0.7179 1.5456  0.0562
C 0.2161 -0.0692 2.3265  -0.8726
C 1.6259 -0.2355 2.1399  0.3224
O 2.4984 0.2825 2.8229  -0.7228
N 1.9970 -1.0920 1.0885  0.2023
C 3.4320 -1.3085 0.9914  -1.0210
C 3.8967 -1.8395 -0.3559  0.5115
C 2.9813 -2.9909 -0.7639  -1.5809
H 3.3260 -3.4503 -1.6924  0.4809
H 2.9718 -3.7592 0.0126  0.4519
H 4.9275 -2.1890 -0.2451  0.4151
C 3.8738 -0.7363 -1.4252  -1.4154
H 4.4442 0.1294 -1.0899  0.5737
H 4.3084 -1.1208 -2.3551  0.4397
H 3.9070 -0.3479 1.2120  0.3118
H 3.7141 -2.0050 1.7915  0.4908
H -0.0828 0.5869 3.1281  0.4525
H -1.7441 -0.6109 1.7221  0.4108
H -0.9488 -2.0084 -0.1687  0.4272
H 0.8689 -3.1904 -1.2252  0.6691
H -1.2395 3.4544 -0.5788  0.3079
H -1.4566 0.8914 -2.0264  0.2555
H -2.4091 2.3141 -2.5111  0.2578
H -3.6045 2.2999 -0.3606  0.4205
H -2.5730 0.9925 0.2292  -0.1400
H -3.4971 -0.5512 -1.4390  0.2065
H -4.3938 0.7588 -2.2050  0.3416
H -5.9240 -0.5500 -0.8787  0.3820
H -5.7554 1.0410 -0.1400  0.3174
H -4.2655 -1.4548 0.7819  0.1928
H -4.2523 0.1236 1.5773  0.2268
H -6.6998 -0.0639 1.9984  0.3471
H -5.8171 -1.4070 2.7254  0.4065
H -6.7120 -1.6480 1.2241  0.3542

***

Below is a structure of composition C27H28LaN7O6S at a distorted geometry, with properties calculated with ωB97M-V with the def2-TZVPD basis set.

Output
Energy relative to the best compared isomer or geometry (same formula, charge and spin) = 0.381 eV
Orbital gap = 7.12 eV
E_LUMO = -0.586 eV
E_tot = -62868.235 eV
Charge = 0
HOMO = -7.71 eV

Each line ends with the Mulliken charge.
Positions of all 70 atoms, in Å:
La 0.4710 0.1162 -0.0490  2.0701
N -2.2506 -3.7779 0.0859  0.1425
C -1.1483 -2.8372 -0.0661  -0.2800
N -0.9558 -1.8805 0.9495  -0.2743
C -1.6948 -1.9036 2.0373  0.2610
N -1.6555 -0.9319 2.9268  -1.0481
N -0.9647 0.1377 2.5037  0.4511
C -0.8051 1.0285 3.3773  -0.7818
C -0.2991 2.3135 2.9804  0.9074
C -0.2308 3.3256 3.9486  -1.0075
C 0.2114 4.5795 3.5681  -0.2781
C 0.5684 4.8057 2.2462  -0.9128
C 0.4991 3.7319 1.3590  0.1644
N 0.1190 2.5116 1.7008  0.0988
C -2.6149 -3.0447 2.3375  0.6120
C -3.2522 -3.2032 3.5723  -0.1630
C -4.1339 -4.2691 3.7739  -0.9093
C -4.3397 -5.1634 2.7529  -0.2929
C -3.7425 -5.0316 1.5016  -0.8730
C -2.8746 -3.9656 1.3018  0.0343
H -2.1388 -4.6326 -0.4712  0.2059
H -0.2453 -3.4237 -0.2567  0.3545
H -1.0911 0.8971 4.4372  0.2496
H -0.5345 3.0722 4.9553  0.3800
H 0.3538 5.3789 4.2855  0.4207
H 0.9089 5.7806 1.9354  0.4227
H 0.7852 3.8346 0.3273  0.1768
H -2.9992 -2.5032 4.3806  0.3997
H -4.5921 -4.3894 4.7446  0.4032
H -5.0032 -6.0162 2.9135  0.3567
H -3.9420 -5.7692 0.7227  0.3907
N 2.7766 0.0067 1.3413  -0.4884
C 3.6972 -0.9841 0.7368  -0.4894
C 2.9808 -2.0373 -0.1597  0.4084
O 3.5414 -3.0958 -0.4600  -0.6757
O 1.7985 -1.6434 -0.5834  -0.3911
H 3.2510 0.8497 1.5618  0.1958
H 2.3276 -0.4027 2.1923  0.3132
H 4.3491 -1.4946 1.4847  0.3717
H 4.4483 -0.4324 0.1272  0.2046
O 0.0371 1.7884 -1.9969  -0.8730
C 1.2242 2.2162 -1.9594  1.1032
N 2.2543 1.4762 -1.6520  -0.4581
S 3.6241 2.3309 -1.4421  1.0210
O 3.9372 2.4379 -0.0199  -0.6781
O 4.5783 1.7875 -2.3508  -0.6593
C 2.9404 3.8495 -1.9872  0.2185
C 3.5652 5.0404 -2.2264  -0.4290
C 2.7677 6.1280 -2.6461  -0.5440
C 1.4203 5.9669 -2.8911  -0.6713
C 0.7813 4.7121 -2.7207  -0.4020
C 1.5740 3.6722 -2.2374  -0.3041
H 4.6431 5.0975 -2.1140  0.4573
H 3.3276 7.0364 -2.8026  0.4197
H 0.7923 6.7390 -3.2757  0.4342
H -0.2808 4.6155 -2.8858  0.5000
C -0.7798 -3.8022 -2.7991  -1.7336
C -1.3408 -2.3721 -2.6027  1.7343
C -2.7612 -2.3186 -3.0772  -1.8064
C -0.4725 -1.3226 -3.3004  -1.6484
O -1.4008 -1.9324 -1.2190  -0.2684
H -0.7440 -3.9991 -3.8655  0.5025
H -1.3667 -4.5378 -2.2605  0.3730
H 0.2496 -3.9472 -2.5277  0.3613
H -2.7915 -2.5827 -4.0983  0.4933
H -3.2561 -1.3636 -2.8946  0.3100
H -3.3245 -3.1361 -2.6304  0.3951
H -0.4726 -1.5121 -4.3949  0.4897
H 0.5762 -1.3053 -2.9731  0.2700
H -0.8801 -0.2996 -3.1720  0.2621